{
  "formula": "Cl3Hg2O12",
  "method": "ωB97M-V/def2-TZVPD",
  "e_tot_ha": -2588.58457,
  "total_charge": 1,
  "relative_energy_kj_mol": 394.9,
  "homo_ev": -12.27,
  "gap_ev": 3.18,
  "multiplicity": 1,
  "lumo_energy_ev": -9.09,
  "elements": ["Hg", "Hg", "Cl", "O", "O", "O", "O", "Cl", "O", "O", "O", "O", "Cl", "O", "O", "O", "O"],
  "xyz": [[-1.292, 2.210, -1.739], [-0.313, -2.622, -0.392], [0.341, 0.621, -0.347], [1.757, 0.193, -0.528], [0.255, 1.818, -1.121], [-0.353, -0.552, -0.848], [-0.006, 1.171, 0.938], [2.854, 0.103, 2.317], [3.701, 1.069, 2.984], [1.481, 0.441, 2.653], [3.084, 0.036, 0.877], [3.098, -1.217, 2.890], [-2.950, -0.635, -1.556], [-2.280, 0.674, -1.502], [-3.157, -1.076, -2.907], [-2.032, -1.514, -0.849], [-4.187, -0.722, -0.869]],
  "lowdin_charge": [1.564, 1.327, 0.795, -0.271, -0.526, -0.562, -0.211, 0.731, -0.271, -0.283, -0.285, -0.259, 0.787, -0.568, -0.223, -0.550, -0.196]
}



{
  "formula": "C4H7N3",
  "method": "ωB97M-V/def2-TZVPD",
  "e_tot_ha": -320.80724,
  "relative_energy_kj_mol": 199.7,
  "smiles": "[H]/N=C(C#N)/N=C/C.[H][H]",
  "homo_ev": -10.84,
  "gap_ev": 10.52,
  "multiplicity": 1,
  "lumo_energy_ev": -0.32,
  "elements": ["H", "N", "C", "C", "N", "N", "C", "C", "H", "H", "H", "H", "H", "H"],
  "xyz": [[2.766, -1.219, 1.434], [1.776, -0.973, 1.437], [1.497, -0.197, 0.472], [2.505, 0.272, -0.481], [3.350, 0.600, -1.200], [0.221, 0.337, 0.231], [-0.780, -0.398, 0.517], [-2.179, 0.077, 0.300], [-0.634, -1.405, 0.927], [-2.190, 0.962, -0.339], [-2.645, 0.329, 1.260], [-2.782, -0.716, -0.154], [-0.613, 1.089, -2.529], [-0.290, 1.241, -1.875]],
  "lowdin_charge": [0.071, 0.174, -0.451, -0.150, 0.161, 0.058, -0.188, -0.068, 0.121, 0.060, 0.085, 0.080, 0.038, 0.008]
}



{
  "formula": "C5H26NO10",
  "method": "ωB97M-V/def2-TZVPD",
  "e_tot_ha": -1012.96095,
  "total_charge": 1,
  "relative_energy_kj_mol": 239.6,
  "homo_ev": -12.52,
  "gap_ev": 9.76,
  "multiplicity": 1,
  "lumo_energy_ev": -2.75,
  "elements": ["O", "C", "C", "C", "C", "C", "O", "N", "H", "H", "H", "H", "H", "H", "H", "H", "H", "H", "H", "H", "O", "H", "H", "O", "H", "H", "O", "H", "H", "O", "H", "H", "O", "H", "H", "O", "H", "H", "O", "H", "H", "O"],
  "xyz": [[2.025, -1.080, -1.159], [1.806, -1.041, 0.020], [0.431, -0.600, 0.529], [-0.324, -1.926, 0.835], [-0.658, -1.791, 2.356], [-1.280, -0.462, 2.757], [-2.289, -0.137, 2.165], [-0.339, 0.361, -0.368], [2.492, -1.323, 0.815], [0.803, -0.006, 1.398], [-1.204, -2.117, 0.284], [0.102, -2.934, 0.914], [-1.568, -2.514, 2.467], [0.064, -2.167, 3.073], [-0.848, 0.094, 3.567], [-0.212, 1.297, 0.068], [-1.344, 0.148, -0.471], [0.106, 0.304, -1.332], [-2.366, -2.574, -2.679], [-1.418, -1.398, -2.828], [-2.159, -1.703, -2.278], [1.414, 2.903, -0.317], [0.371, 3.827, -0.547], [0.509, 3.050, 0.031], [3.238, -0.020, 2.631], [2.897, 1.472, 2.535], [2.986, 0.646, 1.983], [1.557, 2.177, -2.414], [2.876, 1.391, -1.952], [2.074, 1.837, -1.679], [-0.706, 2.669, 3.047], [0.391, 1.960, 2.084], [-0.026, 2.004, 2.944], [-2.783, 2.972, -1.042], [-3.019, 1.832, -0.266], [-2.232, 2.250, -0.700], [-0.511, 0.355, -3.440], [0.404, 0.901, -4.602], [-0.037, 1.115, -3.769], [0.061, -4.404, -1.880], [-1.116, -3.693, -1.491], [-0.170, -3.675, -1.288]],
  "lowdin_charge": [0.081, -0.207, -0.223, -0.128, -0.140, -0.267, 0.043, 0.235, 0.128, 0.117, 0.085, 0.120, 0.159, 0.110, 0.098, 0.092, 0.134, 0.140, 0.067, 0.033, -0.052, 0.036, 0.084, -0.080, 0.055, 0.088, -0.058, 0.042, 0.071, -0.047, 0.068, -0.009, -0.042, 0.065, 0.079, -0.066, 0.005, 0.070, -0.025, 0.063, 0.028, -0.054]
}



{
  "formula": "C34H70F4N6O11",
  "method": "ωB97M-V/def2-TZVPD",
  "e_tot_ha": -2893.10107,
  "smiles": "CCOCC[C@H](O[C@@H](CCCC(=O)OCC)COC)C(F)(F)C(F)F.CN(C)C=O.CN(C)C=O.CN(C)C=O.CN(C)C=O.CN(C)C=O.CN(C)C=O",
  "homo_ev": -8.72,
  "gap_ev": 9.05,
  "multiplicity": 1,
  "lumo_energy_ev": 0.33,
  "elements": ["C", "C", "O", "C", "C", "C", "O", "C", "C", "C", "C", "C", "O", "O", "C", "C", "C", "O", "C", "C", "F", "F", "C", "F", "F", "H", "H", "H", "H", "H", "H", "H", "H", "H", "H", "H", "H", "H", "H", "H", "H", "H", "H", "H", "H", "H", "H", "H", "H", "H", "H", "H", "H", "C", "N", "C", "C", "O", "H", "H", "H", "H", "H", "H", "H", "C", "N", "C", "C", "O", "H", "H", "H", "H", "H", "H", "H", "C", "N", "C", "C", "O", "H", "H", "H", "H", "H", "H", "H", "C", "N", "C", "C", "O", "H", "H", "H", "H", "H", "H", "H", "C", "N", "C", "C", "O", "H", "H", "H", "H", "H", "H", "H", "C", "N", "C", "C", "O", "H", "H", "H", "H", "H", "H", "H"],
  "xyz": [[4.198, -1.500, -0.772], [4.158, -0.028, -1.191], [2.899, 0.514, -0.733], [1.829, 0.045, -1.511], [0.706, 1.067, -1.402], [-0.529, 0.557, -0.650], [-1.153, -0.390, -1.459], [-1.970, -1.325, -0.766], [-2.653, -2.196, -1.827], [-3.054, -1.464, -3.079], [-3.581, -2.499, -4.070], [-2.523, -3.416, -4.579], [-2.669, -4.588, -4.627], [-1.431, -2.787, -5.032], [-0.205, -3.454, -4.765], [0.385, -3.100, -3.413], [-1.184, -2.263, 0.126], [-1.240, -1.809, 1.482], [-0.024, -2.022, 2.162], [-1.379, 1.786, -0.392], [-2.612, 1.513, 0.053], [-1.545, 2.450, -1.552], [-0.739, 2.815, 0.572], [-1.595, 3.228, 1.505], [0.334, 2.328, 1.198], [3.934, -2.125, -1.614], [5.152, -1.771, -0.364], [3.437, -1.648, -0.020], [4.308, 0.125, -2.265], [4.921, 0.530, -0.679], [2.128, 0.004, -2.551], [1.532, -0.962, -1.227], [0.365, 1.277, -2.401], [1.109, 1.956, -0.951], [-0.159, 0.174, 0.295], [-2.773, -0.884, -0.189], [-1.991, -3.017, -2.058], [-3.527, -2.634, -1.370], [-2.235, -0.965, -3.560], [-3.875, -0.806, -2.837], [-4.377, -3.080, -3.649], [-3.980, -1.974, -4.928], [-0.293, -4.526, -4.828], [0.492, -3.122, -5.500], [0.089, -3.822, -2.671], [1.463, -3.112, -3.456], [0.065, -2.104, -3.154], [-0.138, -2.302, -0.146], [-1.650, -3.239, 0.114], [0.818, -1.553, 1.662], [-0.093, -1.560, 3.129], [0.147, -3.084, 2.268], [-0.460, 3.693, 0.004], [-3.208, -1.028, 3.884], [-2.926, -1.372, 5.268], [-3.646, -0.693, 6.338], [-2.023, -2.298, 5.599], [-1.743, -2.630, 6.742], [-2.996, 0.026, 3.719], [-4.261, -1.220, 3.670], [-2.594, -1.619, 3.211], [-2.937, -0.179, 6.988], [-4.188, -1.420, 6.937], [-4.346, 0.023, 5.919], [-1.534, -2.757, 4.722], [-2.901, -1.656, 11.949], [-3.568, -1.635, 10.664], [-3.491, -2.810, 9.804], [-4.257, -0.566, 10.235], [-4.835, -0.499, 9.167], [-1.830, -1.816, 11.809], [-3.302, -2.463, 12.565], [-3.051, -0.711, 12.466], [-3.027, -2.550, 8.852], [-4.495, -3.187, 9.605], [-2.903, -3.582, 10.293], [-4.249, 0.272, 10.955], [2.974, 2.877, -6.932], [3.081, 2.408, -5.549], [2.189, 2.995, -4.562], [3.947, 1.484, -5.122], [4.035, 1.132, -3.945], [3.172, 3.953, -6.921], [1.966, 2.694, -7.306], [3.680, 2.393, -7.586], [2.771, 3.476, -3.775], [1.576, 2.218, -4.104], [1.546, 3.729, -5.040], [4.588, 1.078, -5.909], [3.826, -3.067, -9.104], [4.207, -1.671, -8.979], [5.315, -1.167, -9.775], [3.574, -0.826, -8.157], [3.859, 0.351, -8.024], [4.667, -3.706, -8.829], [3.538, -3.282, -10.134], [2.988, -3.289, -8.452], [6.095, -0.777, -9.120], [4.972, -0.356, -10.416], [5.721, -1.968, -10.386], [2.753, -1.291, -7.598], [5.497, 4.032, 3.360], [5.796, 3.225, 2.195], [5.003, 3.397, 0.987], [6.785, 2.315, 2.189], [7.075, 1.613, 1.240], [4.471, 3.849, 3.687], [5.608, 5.091, 3.119], [6.175, 3.783, 4.173], [4.525, 2.451, 0.730], [5.656, 3.689, 0.164], [4.246, 4.161, 1.142], [7.327, 2.259, 3.149], [-5.724, 5.043, 2.828], [-5.610, 3.611, 3.010], [-4.294, 2.992, 2.999], [-6.682, 2.822, 3.190], [-6.634, 1.616, 3.346], [-5.304, 5.330, 1.862], [-5.180, 5.564, 3.620], [-6.768, 5.344, 2.862], [-4.243, 2.254, 2.200], [-4.122, 2.487, 3.949], [-3.529, 3.745, 2.846], [-7.637, 3.377, 3.184]],
  "lowdin_charge": [-0.057, -0.225, -0.156, -0.215, -0.066, -0.240, -0.033, -0.277, -0.139, -0.162, -0.091, -0.534, 0.145, 0.011, -0.211, -0.048, -0.138, -0.212, -0.100, -0.426, 0.132, 0.116, -0.316, 0.099, 0.106, 0.063, 0.066, 0.065, 0.078, 0.097, 0.110, 0.106, 0.109, 0.120, 0.154, 0.153, 0.098, 0.134, 0.110, 0.125, 0.121, 0.129, 0.115, 0.105, 0.075, 0.077, 0.068, 0.120, 0.134, 0.082, 0.078, 0.094, 0.167, -0.036, -0.180, -0.037, -0.356, -0.008, 0.084, 0.098, 0.055, 0.093, 0.076, 0.088, 0.125, -0.063, -0.194, -0.027, -0.353, 0.004, 0.089, 0.088, 0.080, 0.066, 0.095, 0.087, 0.131, -0.053, -0.173, -0.035, -0.314, -0.019, 0.089, 0.091, 0.053, 0.096, 0.076, 0.086, 0.123, -0.050, -0.191, -0.034, -0.323, -0.012, 0.092, 0.091, 0.080, 0.094, 0.093, 0.086, 0.136, -0.062, -0.199, -0.030, -0.361, 0.011, 0.089, 0.088, 0.081, 0.080, 0.096, 0.085, 0.131, -0.058, -0.196, -0.041, -0.361, 0.008, 0.089, 0.089, 0.081, 0.086, 0.087, 0.073, 0.132]
}



{
  "formula": "C6H10O",
  "method": "ωB97M-V/def2-TZVPD",
  "e_tot_ha": -309.80176,
  "relative_energy_kj_mol": 106.6,
  "smiles": "C1=CCCC1.C=O",
  "homo_ev": -9.02,
  "gap_ev": 9.81,
  "multiplicity": 1,
  "lumo_energy_ev": 0.79,
  "elements": ["C", "C", "C", "C", "C", "H", "H", "H", "H", "H", "H", "H", "H", "C", "O", "H", "H"],
  "xyz": [[1.425, 1.209, 0.399], [0.481, 1.927, -0.205], [-0.838, 1.191, -0.249], [-0.628, 0.078, 0.797], [0.900, -0.128, 0.872], [2.466, 1.502, 0.499], [0.629, 2.901, -0.663], [-0.999, 0.775, -1.255], [-1.703, 1.823, -0.019], [-0.985, 0.429, 1.772], [-1.196, -0.831, 0.567], [1.235, -0.396, 1.880], [1.252, -0.916, 0.191], [-0.513, -2.397, -1.145], [0.347, -1.884, -1.814], [-0.302, -2.840, -0.152], [-1.569, -2.443, -1.477]],
  "lowdin_charge": [-0.100, -0.104, -0.191, -0.198, -0.194, 0.099, 0.098, 0.105, 0.103, 0.111, 0.074, 0.105, 0.086, -0.168, -0.004, 0.088, 0.090]
}



{
  "formula": "C6H18BrO3",
  "method": "ωB97M-V/def2-TZVPD",
  "e_tot_ha": -3038.93402,
  "total_charge": -1,
  "relative_energy_kj_mol": 768.4,
  "homo_ev": -4.23,
  "gap_ev": 7.95,
  "multiplicity": 1,
  "lumo_energy_ev": 3.72,
  "elements": ["Br", "C", "C", "O", "H", "H", "H", "H", "H", "H", "C", "C", "O", "H", "H", "H", "H", "H", "H", "C", "C", "O", "H", "H", "H", "H", "H", "H"],
  "xyz": [[-0.595, -0.777, 0.956], [-3.632, 2.029, 0.434], [-2.120, 1.783, 0.339], [-1.724, 1.134, 1.514], [-3.991, 2.500, 1.349], [-4.217, 1.117, 0.318], [-3.883, 2.664, -0.416], [-1.516, 2.681, 0.209], [-1.902, 1.175, -0.539], [-1.181, 0.395, 1.233], [0.113, -2.719, -1.747], [1.321, -1.963, -1.107], [1.458, -2.232, 0.324], [-0.002, -2.538, -2.816], [-0.820, -2.335, -1.333], [0.173, -3.794, -1.577], [1.162, -0.893, -1.238], [2.257, -2.075, -1.654], [0.819, -1.725, 0.831], [2.617, 0.075, 0.115], [1.979, 1.195, 0.945], [0.648, 1.332, 0.489], [2.681, 0.293, -0.951], [2.099, -0.873, 0.255], [3.631, -0.109, 0.470], [2.482, 2.158, 0.858], [2.008, 0.945, 2.006], [0.134, 0.559, 0.734]],
  "lowdin_charge": [1.024, -0.100, -0.373, -0.265, 0.061, 0.061, 0.051, 0.097, 0.092, -0.482, -0.101, -0.325, -0.254, 0.056, 0.022, 0.059, 0.066, 0.111, -0.204, -0.126, -0.298, -0.209, 0.072, -0.032, 0.070, 0.093, 0.102, -0.269]
}